# 1
ORCA calculation (the ωB97M-V functional and the def2-TZVPD basis) on a 3-piece molecular cluster, CH6NO4 overall.

- 2S+1 = 1
- energy (eV) = -10817.3650
- net charge = -1

Each line ends with the natural charge from an NBO analysis.
Element x y z (Å)
1 O 2.15 -1.78 -1.46  -0.98
2 O 0.45 0.04 -0.13  -0.84
3 H -0.59 -0.57 2.74  0.35
4 H 1.69 -0.97 -1.18  0.51
5 C -0.36 0.09 0.82  0.88
6 H 0.92 -0.80 2.09  0.36
7 H -1.14 2.12 -2.09  0.45
8 O -1.37 0.82 0.95  -0.79
9 N -0.07 -0.82 1.90  -0.91
10 O -1.63 2.42 -1.33  -1.00
11 H -1.43 1.76 -0.62  0.51
12 H 1.38 -2.32 -1.69  0.45


# 2
ORCA calculation (the ωB97M-V functional and the def2-TZVPD basis) on a 2-piece molecular cluster, C3H9O2P overall at a distorted geometry.

- 2S+1 = 1
- energy (eV) = -16638.9364
- structure (SMILES) = COPO.C=C
- net charge = 0

Each line ends with the natural charge from an NBO analysis.
Element x y z (Å)
1 H -2.78 -1.45 0.49  0.21
2 H -4.96 -0.43 0.72  0.19
3 C -4.21 0.24 0.29  -0.40
4 C -3.03 -0.31 0.27  -0.39
5 H 1.82 2.48 0.30  0.51
6 C 3.30 -0.67 -0.18  -0.28
7 H 4.00 -1.51 -0.03  0.19
8 H 3.02 -0.98 -1.13  0.17
9 H -4.50 1.21 -0.16  0.21
10 P 1.01 0.25 0.37  1.14
11 H 0.66 -0.05 -0.93  -0.13
12 H 3.86 0.22 -0.31  0.19
13 O 1.84 1.62 -0.12  -1.02
14 O 2.25 -0.82 0.72  -0.77
15 H -2.28 0.21 -0.30  0.18


# 3
ORCA calculation (the ωB97M-V functional and the def2-TZVPD basis) on C11H19N10ORhS as an isolated structure.

- 2S+1 = 2
- energy (eV) = -42502.4411
- net charge = +1

Each line ends with the natural charge from an NBO analysis.
Element x y z (Å)
1 H 3.47 5.23 1.56  0.40
2 N -3.49 2.44 -0.27  -0.41
3 Rh 0.03 0.16 -0.28  0.83
4 C 4.98 -1.50 1.33  -0.26
5 C -2.66 1.39 -0.05  0.64
6 H -2.00 3.75 -0.94  0.23
7 C 2.43 3.86 0.42  0.66
8 H -4.37 -2.06 -0.51  0.41
9 C 2.60 -1.64 -0.15  0.04
10 N 0.79 1.71 -1.63  -0.54
11 H -4.12 0.12 -0.67  0.41
12 C -2.92 3.77 -0.35  -0.42
13 N -3.21 0.13 -0.24  -0.61
14 N -1.39 -1.18 0.39  -0.73
15 N 1.83 3.75 -0.75  -0.65
16 H 5.52 -3.33 0.32  0.23
17 H 5.89 -1.39 1.90  0.24
18 H 2.87 5.79 0.03  0.42
19 H -2.71 4.20 0.64  0.20
20 C -2.61 -1.09 -0.01  0.63
21 H -3.63 4.42 -0.86  0.23
22 O 1.83 0.19 1.11  -0.66
23 C 3.61 -2.62 -0.29  -0.23
24 N 2.82 -0.67 0.78  0.00
25 H -3.04 -3.08 -0.16  0.42
26 C 3.98 -0.58 1.48  0.03
27 N -1.41 1.51 0.29  -0.75
28 N 2.56 2.87 1.31  -0.81
29 C 4.77 -2.56 0.44  -0.15
30 N 2.91 5.08 0.74  -0.77
31 H -5.37 1.43 -0.11  0.20
32 H 3.42 -3.41 -1.01  0.24
33 H 4.04 0.27 2.15  0.22
34 H -5.08 2.67 1.11  0.21
35 C 1.32 2.64 -1.16  0.55
36 N -3.42 -2.15 -0.21  -0.79
37 H -1.16 2.47 0.48  0.39
38 H -1.07 -2.12 0.56  0.39
39 S 1.20 -1.61 -1.13  -0.09
40 H 2.95 3.07 2.21  0.40
41 C -4.91 2.40 0.06  -0.40
42 H 2.17 1.92 1.16  0.46
43 H -5.43 3.12 -0.57  0.22


# 4
ORCA calculation (the ωB97M-V functional and the def2-TZVPD basis) on a 11-piece molecular cluster, C57H78N5O18 overall at a distorted geometry.

- 2S+1 = 1
- energy (eV) = -104670.5897
- net charge = -1

Each line ends with the Mulliken charge.
Element x y z (Å)
1 H 0.63 -6.29 6.46  0.28
2 C -2.68 -2.38 3.87  0.02
3 O -4.50 -1.05 3.19  -0.43
4 H -0.16 3.11 -2.97  -0.33
5 C 3.32 -0.37 -0.99  -1.56
6 C -3.02 -4.59 4.68  0.40
7 H 5.52 -0.96 -5.07  0.55
8 H -2.97 -3.37 -5.11  0.37
9 O 4.81 -1.48 -7.52  -0.55
10 O -2.49 -2.58 -4.84  -0.59
11 H 2.73 1.48 -0.27  -0.49
12 O 3.15 -4.21 -3.00  -0.55
13 C -2.68 4.87 -7.14  -0.43
14 H -1.59 -5.62 5.53  0.35
15 C -1.39 -0.08 0.29  -0.64
16 H 0.57 0.06 6.96  0.07
17 H 2.52 -4.90 -3.21  0.34
18 N -2.91 0.29 -4.70  -0.16
19 H -2.23 2.55 0.46  0.32
20 C 1.35 1.11 -4.20  0.68
21 N 0.80 2.45 6.46  -0.01
22 H -2.77 -4.42 -2.85  0.44
23 C 1.51 2.14 -3.30  -0.65
24 H -3.11 0.85 -0.77  -1.00
25 H 1.89 -1.30 1.90  0.24
26 H -0.58 0.35 2.66  0.17
27 C -0.93 5.18 -4.98  -0.42
28 C -1.11 -3.82 -1.70  -0.85
29 O -6.46 0.05 0.99  -0.99
30 N -0.52 2.12 4.67  -0.07
31 C 4.84 -1.81 -5.13  -0.40
32 H -0.20 5.23 -4.19  0.51
33 C 1.80 -2.77 6.70  -0.53
34 C -2.02 0.82 -0.76  2.42
35 C -4.38 -4.47 4.46  -0.73
36 C -5.47 2.42 0.62  -0.27
37 H 0.77 -4.30 -0.37  0.36
38 O -0.22 -5.83 6.49  -0.60
39 C 0.89 -1.93 7.32  0.44
40 C 3.10 -3.92 -5.36  -0.52
41 N -4.09 -0.55 -2.99  -0.25
42 C -0.30 2.11 0.60  -0.05
43 O 0.99 -3.40 -0.64  -0.47
44 H 0.47 0.50 -4.29  0.27
45 H -2.48 -0.62 -4.81  0.00
46 C -1.59 5.75 -7.21  0.50
47 H -1.51 2.96 -1.10  0.01
48 H 0.60 2.50 0.12  -0.24
49 H -4.50 0.56 1.09  -0.60
50 H -0.49 2.59 1.55  0.51
51 C 4.33 -2.40 -3.98  -0.34
52 H -1.35 -4.61 -0.99  0.50
53 H -3.76 3.49 -5.91  0.59
54 O 1.21 -0.61 7.28  -0.60
55 H 3.49 1.99 6.00  0.38
56 H 0.92 -0.94 -0.16  -0.50
57 C 1.81 3.44 3.71  -1.56
58 H -3.32 4.91 -8.01  0.32
59 C 2.99 3.47 1.65  0.09
60 H 2.72 0.29 0.92  -0.07
61 H -1.01 -1.77 8.30  0.45
62 C 0.22 -4.56 6.91  0.28
63 C -4.92 -3.28 3.97  -0.57
64 C -0.76 5.94 -6.12  -0.59
65 C 0.90 -1.11 2.33  0.08
66 C 2.35 0.87 -5.16  -0.34
67 C -2.89 4.14 -5.99  -0.35
68 H -3.55 -1.34 -3.27  0.08
69 O -2.51 -5.75 5.22  -0.66
70 H -2.66 1.09 -5.25  0.15
71 H -5.41 -1.01 2.83  0.24
72 H 0.00 2.80 4.15  0.01
73 H 0.98 1.15 2.42  -0.40
74 H 4.61 3.15 -4.19  0.38
75 H -1.62 -4.09 7.92  0.41
76 H 3.20 -1.44 -0.77  0.38
77 H 4.34 0.55 -6.34  0.18
78 H -2.02 -0.04 1.18  0.36
79 H 3.09 -0.20 -2.05  -0.03
80 H -4.74 -0.74 -2.24  0.26
81 O 2.81 2.56 5.64  -0.56
82 C 4.06 2.82 2.24  -0.63
83 C 4.36 -2.16 -6.39  0.03
84 H -1.07 -3.63 4.65  0.28
85 C 0.93 -1.51 3.81  0.29
86 H -5.99 -3.15 3.89  0.45
87 C -1.57 2.20 -0.33  -0.99
88 C -3.89 0.53 -3.78  0.64
89 H 3.47 4.54 0.03  0.34
90 H 0.62 0.41 -1.36  0.37
91 H 1.37 -1.72 -2.82  0.83
92 H 4.37 -0.18 -0.77  0.58
93 C -0.49 -2.02 -3.71  -0.78
94 H 5.01 -2.13 -8.20  0.33
95 H -5.75 2.63 1.68  0.28
96 C 3.50 -3.48 -4.10  0.77
97 H 0.14 6.54 -6.12  0.36
98 O -4.40 1.64 -3.67  -0.67
99 H 1.78 -1.18 5.70  -0.05
100 H 2.55 -0.16 4.53  0.08
101 C 1.84 3.77 2.36  -0.58
102 H -1.54 0.63 -1.73  -0.74
103 H 1.46 2.92 5.87  0.18
104 O -1.32 6.45 -8.37  -0.58
105 H -4.46 2.91 0.59  -0.14
106 C 3.63 2.70 -4.20  -0.59
107 C 0.47 -2.32 -2.73  0.19
108 H 0.18 -1.82 1.93  0.09
109 H 4.90 2.62 1.59  0.43
110 H -3.03 3.09 -3.88  0.06
111 C -1.63 -2.78 -3.78  -0.32
112 O 0.40 2.45 -2.54  0.48
113 O 4.55 1.41 -5.96  -0.69
114 H 4.80 1.83 3.98  0.34
115 C -4.04 -2.24 3.62  -0.07
116 H 1.04 2.45 7.44  0.27
117 H 3.16 -3.66 -7.44  0.41
118 C -1.91 -3.77 -2.83  -0.89
119 H 2.77 3.62 -2.40  0.31
120 C 0.93 0.14 -0.36  0.33
121 C 2.89 2.85 4.30  0.29
122 H -2.05 -1.53 3.64  0.34
123 H -1.43 1.87 4.31  0.28
124 N -0.08 0.61 0.69  1.33
125 H 2.66 -2.32 6.23  0.63
126 H 1.49 -2.45 3.89  0.75
127 H 2.17 0.03 -5.82  0.42
128 H 2.45 -4.76 -5.53  0.29
129 C -0.62 -3.78 7.64  0.02
130 H 0.85 0.22 5.03  -0.94
131 H -0.27 -1.40 -4.57  0.88
132 C 2.64 2.97 -3.25  -0.60
133 C 0.13 -3.17 -1.69  0.51
134 H 0.99 3.74 4.35  1.80
135 C -2.12 -3.56 4.37  -0.08
136 H 2.13 -4.79 5.96  0.33
137 H 4.65 -2.12 -2.98  0.44
138 O -2.21 3.61 -3.76  -0.36
139 H 1.00 4.25 1.90  0.61
140 H -1.35 -1.13 0.00  -0.02
141 H -5.02 -5.23 4.89  0.37
142 C 4.02 2.46 3.59  -0.64
143 C 1.58 -0.56 4.82  0.97
144 C 3.52 1.61 -5.06  0.54
145 O -6.31 3.21 -0.14  -0.96
146 O -0.95 0.93 6.53  -0.68
147 H -2.09 6.89 -8.74  0.31
148 C -0.30 -2.44 7.83  -0.62
149 H 0.01 -1.96 4.20  -0.90
150 C -0.25 1.77 5.95  -0.62
151 O 3.03 3.72 0.28  -0.40
152 C 1.46 -4.11 6.48  -0.66
153 C 3.55 -3.27 -6.51  -0.78
154 H -5.04 0.58 -0.48  -1.00
155 C 2.39 0.45 -0.11  0.67
156 C -5.44 0.84 0.53  1.90
157 C -2.00 4.29 -4.93  0.01
158 C 0.36 0.30 2.11  0.15


# 5
ORCA calculation (the ωB97M-V functional and the def2-TZVPD basis) on C14H38Be2BrClFN2O9PS2 as an isolated structure at a distorted geometry.

- 2S+1 = 1
- energy (eV) = -153561.4328
- net charge = 0

Each line ends with the Mulliken charge.
Element x y z (Å)
1 C 3.90 -4.11 0.11  -0.47
2 H 1.16 0.71 1.39  0.05
3 C -4.96 -1.46 -0.25  0.10
4 H 6.74 -1.80 -2.97  0.32
5 O 5.89 -1.64 -0.25  -0.58
6 H 4.96 -1.69 -2.93  0.29
7 C 1.10 0.24 0.41  -0.36
8 Be -0.19 3.14 1.89  0.16
9 H 1.81 2.79 1.75  0.14
10 H 3.21 2.94 0.66  -0.25
11 H 2.10 -0.04 0.09  0.27
12 H 5.22 2.37 0.31  0.29
13 N -6.97 -0.56 0.70  -0.09
14 H -4.64 -1.60 -1.28  0.67
15 O 4.46 6.37 0.43  -0.47
16 O 6.82 -3.86 -0.79  -0.70
17 H 4.97 5.55 0.50  0.35
18 S -2.30 -1.72 0.36  1.17
19 H -7.65 -0.89 1.39  0.36
20 H -4.17 -2.09 1.70  0.53
21 C 2.26 0.86 -2.88  -1.39
22 H -0.52 1.54 -0.16  0.32
23 C -6.44 -1.81 -0.01  -0.88
24 H -4.03 -3.33 0.42  -0.70
25 H -2.32 -0.93 -0.75  0.07
26 S 5.88 -2.81 -1.07  1.19
27 H 5.78 -3.26 -3.36  0.34
28 H -7.16 1.44 3.58  0.31
29 C 2.23 3.37 0.91  -0.36
30 H 3.18 1.65 -1.10  0.28
31 H 2.99 -4.60 -0.23  0.27
32 O 5.26 3.26 0.69  -0.57
33 H -6.98 -1.86 -0.96  0.34
34 O -7.11 2.40 0.78  -0.59
35 C -5.70 0.09 1.23  -0.10
36 H 2.03 -0.12 -2.45  0.29
37 H 0.05 0.51 -1.44  0.37
38 C 1.31 3.42 -0.32  -0.58
39 C 5.83 -2.35 -2.76  -0.82
40 H -6.26 2.98 3.65  0.37
41 H 4.51 -2.61 1.56  0.43
42 H 1.49 1.13 -3.60  0.28
43 Cl 2.41 4.16 -3.46  -0.28
44 H 1.67 4.22 -0.97  0.23
45 C 0.39 1.13 -0.61  -0.89
46 H 2.82 2.94 -2.31  0.13
47 H 3.21 0.76 -3.40  0.51
48 C -3.99 -2.24 0.64  0.02
49 Be -4.24 -5.40 0.49  -0.03
50 H 2.99 -2.29 0.73  0.15
51 N 1.19 2.23 -1.14  0.55
52 C -6.22 1.94 3.33  -1.01
53 H 0.30 3.73 -0.01  0.36
54 O 4.40 -3.43 -1.05  -0.25
55 H -6.64 -2.71 0.56  0.38
56 H -7.46 0.01 0.02  0.37
57 C 3.61 -3.07 1.17  -0.78
58 H 3.02 -3.47 2.03  0.31
59 H -5.43 -0.51 2.10  0.27
60 O -1.85 -0.92 1.46  -0.52
61 O -4.89 -0.08 0.12  -0.41
62 H -6.86 2.55 -0.14  0.36
63 H 0.53 -0.67 0.54  0.19
64 H 4.58 -4.89 0.47  0.33
65 C 2.38 1.91 -1.80  0.20
66 O -1.54 -2.92 0.11  -0.64
67 F 4.92 -0.07 -3.68  -0.78
68 Br 1.69 -2.26 3.13  -0.51
69 H 2.41 4.38 1.27  0.45
70 P -5.74 1.94 1.59  0.28
71 H -5.40 1.45 3.86  0.35


# 6
ORCA calculation (the ωB97M-V functional and the def2-TZVPD basis) on a 4-piece molecular cluster, C7H21N2O5P overall at a distorted geometry.

- 2S+1 = 1
- energy (eV) = -30101.5976
- structure (SMILES) = NP(O)[C@H]1CCNC1=O.CO.CO.CO
- net charge = 0

Each line ends with the natural charge from an NBO analysis.
Element x y z (Å)
1 O 0.38 -3.74 -2.27  -0.73
2 O 2.47 0.78 2.18  -0.52
3 O -1.47 0.14 -2.01  -0.73
4 H 1.40 -0.23 4.71  0.37
5 C -0.71 -4.48 -2.79  -0.25
6 H -1.46 -3.79 -3.17  0.18
7 C -0.42 -0.87 4.22  -0.23
8 H -0.35 -1.04 5.39  0.21
9 P -0.91 2.23 1.53  1.18
10 C 1.34 0.60 2.87  0.71
11 H 3.18 2.17 -3.26  0.16
12 H -0.42 2.06 -0.72  0.52
13 O 0.10 2.31 0.12  -0.98
14 H -0.49 -1.64 -2.29  0.21
15 H 1.03 -4.38 -1.94  0.47
16 N -1.24 3.95 1.98  -1.12
17 O 1.20 1.61 -3.43  -0.73
18 C 2.56 1.27 -3.22  -0.25
19 H -0.06 -0.34 -3.43  0.18
20 C -1.16 0.53 3.71  -0.45
21 C -0.01 1.51 3.05  -0.68
22 H 0.20 2.30 3.89  0.25
23 H -2.09 3.95 2.60  0.38
24 H -1.16 -5.08 -1.99  0.16
25 H -1.87 0.16 2.85  0.24
26 H -1.78 1.15 4.48  0.23
27 H -0.37 -5.13 -3.59  0.16
28 C -0.88 -0.81 -2.88  -0.26
29 H -0.45 4.17 2.66  0.36
30 H -1.63 -1.19 -3.58  0.14
31 N 1.04 -0.60 3.79  -0.68
32 H 1.15 2.02 -4.31  0.46
33 H -0.86 -1.81 3.64  0.22
34 H -1.81 0.86 -2.57  0.46
35 H 2.66 0.81 -2.23  0.20
36 H 2.88 0.56 -3.99  0.16